Record 1
{"formula": "C41H45LaO6Si", "method": "ωB97M-V/def2-TZVPD", "spin_multiplicity": 1, "orbital_gap_ha": 0.0880, "lumo_ev": 4.04, "energy_ha": -2361.9036, "total_charge": -2, "homo_energy_ev": 1.7, "species": ["La", "Si", "O", "O", "O", "O", "O", "O", "C", "C", "C", "C", "C", "C", "C", "C", "C", "C", "C", "C", "C", "C", "C", "C", "C", "C", "C", "C", "C", "C", "C", "C", "C", "C", "C", "C", "C", "C", "C", "C", "C", "C", "C", "C", "C", "C", "C", "C", "C", "H", "H", "H", "H", "H", "H", "H", "H", "H", "H", "H", "H", "H", "H", "H", "H", "H", "H", "H", "H", "H", "H", "H", "H", "H", "H", "H", "H", "H", "H", "H", "H", "H", "H", "H", "H", "H", "H", "H", "H", "H", "H", "H", "H", "H"], "coordinates": [[-0.40735, -0.96554, 0.68768], [-0.01679, 1.05577, 3.84505], [-0.94443, -1.22003, -1.28597], [1.89917, -0.93768, -7.77213], [-0.38609, -2.64685, -6.94168], [2.85184, -0.62574, -5.74630], [-0.17140, 0.78727, 2.25548], [-0.86285, -0.71312, -7.97927], [0.30854, -1.29654, -4.49249], [-2.99902, -0.92264, 2.28777], [-0.37394, -1.47508, 5.03734], [-0.35460, -1.30977, -7.04305], [3.27862, 0.37696, 6.35502], [-2.78037, -2.85722, 1.04755], [2.80892, 1.44582, 3.80974], [-1.55386, -1.08872, -2.56797], [-0.70840, 0.98185, -4.38834], [-2.12324, 0.08652, 5.60723], [-1.07719, -2.50177, 5.67571], [2.27761, -0.91783, -0.50169], [-0.88911, -0.58285, -3.90623], [-3.63507, -0.71004, 1.03122], [-1.75237, 3.30799, 3.81007], [2.55145, -0.48252, 0.82720], [3.22186, -1.13897, -8.26723], [1.86971, -2.68622, 0.93292], [-1.80113, 5.03928, 5.51267], [0.43259, -0.62491, -5.90667], [2.28578, -1.56527, 1.71525], [4.11716, 1.32325, 4.29545], [-2.84921, -0.94843, 6.21343], [-0.85399, 3.09352, -2.93234], [1.73014, 0.97435, 4.56578], [-2.48275, -2.25692, 2.30741], [-0.03540, 0.83196, -5.78123], [-0.67324, 2.69311, 4.46248], [-0.69658, 4.45677, 6.13830], [1.40700, 2.21640, -3.63757], [-1.02032, -3.26976, -8.07205], [4.35615, 0.76771, 5.55765], [1.84932, -0.70608, -6.45058], [1.97084, 0.51791, 5.87063], [-0.05819, 2.11827, -3.71084], [-0.93671, -0.20078, 4.91960], [-0.12234, 3.29945, 5.59859], [-2.33477, 4.46011, 4.35621], [-2.33169, -2.24687, 6.23841], [1.84839, -2.28124, -0.43875], [-3.49260, -1.90099, 0.26568], [4.94980, 1.66569, 3.67918], [2.62434, 1.91780, 2.84033], [1.72335, 2.47836, -2.61347], [-2.88795, -3.05264, 6.72107], [-0.27022, 4.88522, 7.04698], [2.46482, -1.55491, 2.79286], [-0.63149, -3.49568, 5.73466], [-3.81441, -0.72910, 6.67509], [-3.20806, 4.89970, 3.87255], [3.67186, -2.01424, -7.78188], [5.37597, 0.65795, 5.92871], [-1.70157, -0.91580, -4.59855], [-3.01148, -0.22949, 3.12783], [1.13075, 0.26426, 6.52337], [-0.75942, 1.02526, -6.57621], [-2.58793, -3.89402, 0.76521], [3.43709, -0.03048, 7.35568], [-1.78075, 2.65753, -2.53322], [-1.92392, -2.10958, -2.79801], [0.76599, 2.86490, 6.06811], [1.63560, -2.91978, -1.29778], [-1.13029, 3.95967, -3.55524], [0.63119, -1.67114, 4.64785], [1.23355, -1.11587, -3.92826], [1.75409, 3.05388, -4.26043], [-1.76088, 1.29705, -4.49532], [-2.04896, -2.76049, 3.17014], [3.09222, -1.30488, -9.33524], [-3.92394, -2.07460, -0.72052], [-0.28087, 3.47970, -2.07783], [-2.48362, 1.11489, 5.68334], [0.14558, -2.37465, -4.63231], [-0.50776, -2.94631, -8.97847], [-2.13427, 2.88061, 2.87581], [2.97376, 0.48327, 1.10480], [2.47284, -0.34668, -1.41656], [-4.21049, 0.17113, 0.73852], [3.87106, -0.27174, -8.08471], [1.98326, 1.33192, -3.95456], [0.79059, 1.54881, -5.90325], [1.69263, -3.69878, 1.30154], [-2.07552, -2.99389, -8.14098], [-2.47156, -0.48606, -2.41568], [-0.90674, -4.33502, -7.89462], [-2.24833, 5.93431, 5.93427]], "forces_ev_per_a": [[-0.031, 0.005, 2.074], [-0.145, -0.360, -0.970], [-0.245, 0.737, -3.961], [0.762, 0.137, -0.180], [-0.357, -0.182, -0.452], [-1.158, -0.039, -1.419], [0.251, 0.746, 1.783], [0.279, -0.943, 0.885], [0.239, 0.045, -0.385], [-0.230, -0.485, -0.123], [-0.535, -0.497, 0.178], [-0.875, 1.124, -0.110], [-0.291, 0.236, -0.153], [-0.353, 0.518, -0.151], [0.449, -0.213, 0.315], [-0.238, -0.252, 0.416], [-0.338, 0.686, 0.622], [-0.136, -0.685, 0.012], [0.145, 0.219, 0.125], [0.148, -0.600, 0.301], [-0.512, 0.037, -0.202], [0.403, -0.664, 0.088], [-0.125, 0.298, 0.453], [-0.127, -0.686, -0.118], [0.146, -0.034, -0.060], [0.120, 0.353, -0.330], [0.017, -0.366, -0.025], [0.463, -0.823, -0.981], [0.298, 0.069, -0.362], [-0.142, 0.096, 0.024], [0.268, 0.134, 0.096], [0.072, -0.380, -0.073], [0.072, 0.268, -0.057], [-0.276, 0.412, -0.097], [-0.368, -0.114, -0.075], [0.066, 0.527, -0.419], [0.126, -0.225, -0.238], [0.180, 0.270, 0.141], [0.275, 0.068, 0.332], [-0.183, 0.031, -0.135], [1.070, -0.013, 2.307], [0.514, -0.157, -0.037], [-0.493, -1.613, 0.622], [0.289, 0.268, 0.291], [-0.400, 0.288, 0.143], [0.204, -0.121, -0.097], [0.108, 0.155, -0.099], [0.762, 0.264, 0.358], [-0.023, -0.138, 0.626], [-0.155, -0.096, 0.184], [0.086, -0.330, 0.239], [0.343, -0.101, 0.109], [0.109, 0.209, -0.169], [-0.137, 0.034, -0.252], [-0.166, 0.008, -0.340], [-0.174, 0.177, 0.023], [0.273, -0.102, -0.050], [0.249, -0.001, 0.098], [-0.063, 0.191, -0.148], [-0.215, 0.016, -0.131], [-0.017, 0.214, 0.200], [0.135, -0.222, -0.347], [0.262, -0.104, -0.286], [0.211, 0.073, 0.057], [0.048, 0.356, 0.054], [0.042, 0.147, -0.247], [-0.023, 0.187, 0.007], [0.101, 0.241, -0.152], [-0.384, 0.136, -0.101], [-0.097, 0.294, 0.340], [-0.326, 0.687, 0.132], [-0.434, 0.005, -0.100], [-0.209, -0.062, -0.170], [0.771, 0.459, -0.279], [-0.049, -0.167, -0.280], [-0.043, 0.193, -0.278], [0.125, -0.024, 0.022], [0.351, 0.103, 0.216], [-0.085, 0.144, 0.177], [-0.030, -0.291, -0.292], [0.229, 0.172, 0.265], [-0.099, -0.153, -0.057], [0.085, 0.092, 0.399], [-0.348, -0.288, -0.088], [-0.362, -0.203, 0.436], [0.377, -0.229, 0.049], [-0.292, -0.195, -0.008], [-0.235, 0.151, 0.130], [-0.271, -0.387, 0.221], [-0.081, 0.358, -0.083], [0.145, 0.006, 0.068], [0.259, 0.029, -0.272], [-0.043, -0.067, -0.121], [-0.008, -0.060, -0.055]]}


Record 2
{"formula": "C41H46BMnN11O2S4", "method": "ωB97M-V/def2-TZVPD", "spin_multiplicity": 2, "orbital_gap_ha": [0.2699, 0.2509], "lumo_ev": [0.09, 0.09], "energy_ha": -5111.4863, "s_squared": 0.784, "e_above_lowest_kj_mol": 128.9, "homo_energy_ev": [-7.3, -6.7], "species": ["Mn", "S", "S", "S", "S", "O", "O", "N", "N", "N", "N", "N", "N", "N", "N", "N", "N", "N", "C", "C", "C", "C", "C", "C", "C", "C", "C", "C", "C", "C", "C", "C", "C", "C", "C", "C", "C", "C", "C", "C", "C", "C", "C", "C", "C", "C", "C", "C", "C", "C", "C", "C", "C", "C", "C", "C", "C", "C", "C", "B", "H", "H", "H", "H", "H", "H", "H", "H", "H", "H", "H", "H", "H", "H", "H", "H", "H", "H", "H", "H", "H", "H", "H", "H", "H", "H", "H", "H", "H", "H", "H", "H", "H", "H", "H", "H", "H", "H", "H", "H", "H", "H", "H", "H", "H", "H"], "coordinates": [[0.35948, 0.53897, 0.06198], [2.66474, -3.12147, 1.86874], [-2.90308, -0.16740, 1.02614], [-0.35930, 1.11009, -3.04058], [-1.42557, -2.76761, -2.50799], [0.53367, 1.37160, -1.90152], [-1.16490, 2.20519, -3.50812], [2.41997, 0.52783, 0.05127], [0.56053, 0.11647, 2.06292], [-1.73935, 0.50959, 0.21106], [0.05597, -1.22797, -1.08384], [3.02371, 1.34006, 0.96697], [0.18445, 2.59530, 0.62619], [1.22676, 3.08754, 1.33936], [-1.30051, -0.12949, -2.75903], [3.24576, -0.36951, -7.53588], [1.30318, 1.01835, 2.76142], [2.03636, -5.01343, 0.14794], [1.97726, 1.56547, 5.09941], [-3.16059, 2.22728, 2.26646], [4.63293, 0.31664, -0.12646], [5.29239, 1.98686, 1.75588], [-5.15031, -2.72443, -1.11430], [-3.87477, 1.12672, 1.81753], [0.47293, -0.37031, 4.24860], [2.41300, -0.04726, -6.46990], [0.46676, -6.46165, 1.79839], [1.19445, 4.43039, 1.39670], [3.17425, -1.17527, -1.62242], [1.25305, 0.75009, 4.07822], [-4.31039, -2.17684, -0.15346], [3.39077, -0.11048, -0.60197], [0.21881, -2.51612, -0.61977], [2.10998, 0.78362, -4.22363], [-0.50755, 3.65482, 0.20105], [-4.09075, -0.80860, -0.14634], [1.02338, -0.14150, -6.60425], [1.08088, -5.34403, 2.27115], [-1.74278, 3.66169, -0.64344], [-5.17801, 3.09609, 3.24817], [-5.50506, -0.53291, -2.05428], [0.63451, -6.87740, 0.45255], [1.43037, -6.12387, -0.34237], [-5.74362, -1.90342, -2.06031], [2.21801, 5.23903, 2.12322], [-5.87842, 1.97912, 2.81067], [2.94388, 0.42692, -5.27021], [0.07493, -0.74719, 2.95805], [-0.67936, -1.98160, 2.59691], [4.35497, 1.23318, 0.87354], [-5.22795, 0.98416, 2.09502], [0.19482, 0.21858, -5.56050], [0.73487, 0.67796, -4.36446], [-0.49653, -3.47906, -1.23954], [-0.80325, -1.19705, -2.09228], [-3.82173, 3.21724, 2.97957], [-4.67964, 0.02103, -1.09312], [0.08951, 4.83332, 0.68172], [1.91773, -4.54022, 1.43436], [2.16407, 2.07521, 2.02600], [-3.81859, -2.80675, 0.57897], [-6.93565, 1.88265, 3.02187], [-3.27120, 4.08399, 3.32267], [-5.95921, 0.10062, -2.80423], [3.22459, 5.03261, 1.75495], [6.31886, 1.76234, 1.47164], [5.60468, -0.01495, -0.45312], [3.18069, -2.14973, -1.12658], [0.59890, -0.49400, -7.53738], [-1.67889, -1.98790, 3.03256], [-6.39072, -2.33133, -2.81539], [-0.23795, 5.84499, 0.50143], [-0.16257, -7.04330, 2.46061], [-4.48100, 1.08698, -1.08534], [5.15929, 1.71312, 2.80301], [2.87637, 2.64176, 2.80248], [-0.76779, -2.08345, 1.51803], [0.15404, -7.76202, 0.06431], [-0.13490, -2.84875, 2.97436], [-5.32921, -3.79153, -1.13033], [-2.64184, 3.53310, -0.03852], [3.05782, 1.51417, 4.95788], [5.14295, 3.06406, 1.67492], [2.21102, 5.02858, 3.19431], [4.19770, -0.59173, -7.29758], [3.97975, -1.16155, -2.35692], [-5.69228, 3.87249, 3.80028], [2.85761, -0.99071, -8.22546], [0.89927, -2.65717, 0.21066], [-1.73451, 2.92094, -1.43913], [2.22628, -1.05902, -2.13962], [2.60913, -4.44702, -0.46261], [-0.52146, -4.53310, -1.01249], [1.74504, 1.19430, 6.09616], [-0.88018, 0.14420, -5.66991], [-2.09971, 2.30150, 2.04968], [-1.81265, 4.62722, -1.14447], [-5.77351, 0.11471, 1.74979], [2.01450, 6.29890, 1.98054], [1.68942, 2.61658, 5.04868], [-2.12499, 1.04989, -0.56220], [0.24885, -0.87032, 5.17705], [2.52005, 1.16381, -3.29501], [1.62599, -6.34234, -1.38230], [0.95809, -5.02089, 3.29437], [4.01825, 0.52374, -5.15978]], "forces_ev_per_a": [[-0.070, 0.368, -0.354], [0.187, -0.076, 0.158], [0.250, 0.023, -0.104], [-0.006, -0.468, 0.018], [-0.029, -0.014, -0.030], [-0.204, 0.116, 0.061], [-0.063, 0.027, 0.064], [0.036, 0.039, 0.065], [-0.138, -0.408, 0.398], [-0.338, 0.140, -0.224], [-0.292, -0.387, 0.245], [-0.300, -0.149, -0.105], [0.284, 0.295, -0.177], [0.101, -0.319, 0.344], [0.264, -0.105, -0.281], [-0.003, 0.044, 0.006], [0.046, 0.157, -0.113], [0.024, -0.047, 0.100], [-0.021, 0.002, -0.009], [0.058, 0.001, 0.020], [0.136, 0.155, 0.185], [0.054, 0.014, -0.020], [-0.011, 0.008, -0.025], [-0.038, -0.038, -0.005], [-0.071, -0.082, 0.000], [-0.009, -0.004, 0.012], [-0.002, 0.033, 0.061], [0.039, -0.140, 0.048], [-0.138, 0.053, -0.071], [0.170, 0.097, 0.003], [0.001, 0.011, 0.056], [-0.016, 0.153, 0.059], [0.215, 0.091, -0.077], [-0.022, 0.118, 0.072], [-0.052, 0.248, 0.060], [-0.013, 0.032, 0.064], [0.028, 0.014, 0.018], [-0.013, -0.057, 0.002], [0.049, -0.186, -0.082], [-0.002, -0.002, -0.007], [-0.012, -0.012, -0.001], [0.005, -0.020, -0.028], [0.085, -0.009, 0.013], [0.001, -0.015, -0.003], [0.014, -0.027, 0.001], [0.012, -0.004, -0.010], [0.000, -0.003, -0.016], [0.065, 0.095, -0.043], [-0.027, 0.020, -0.038], [0.162, -0.133, -0.033], [-0.002, 0.006, -0.009], [-0.044, -0.012, -0.024], [-0.025, -0.153, 0.068], [0.054, 0.058, -0.012], [-0.078, 0.457, -0.024], [-0.003, 0.012, -0.001], [0.073, 0.017, 0.020], [0.002, 0.015, -0.071], [0.036, -0.049, -0.085], [-0.054, 0.067, -0.158], [-0.009, 0.013, -0.013], [0.008, 0.004, -0.002], [-0.008, -0.007, -0.004], [0.004, 0.005, 0.001], [-0.032, 0.000, 0.004], [0.006, -0.002, -0.002], [0.001, 0.012, 0.006], [-0.017, -0.004, -0.001], [0.005, 0.000, 0.014], [0.003, 0.007, 0.031], [0.010, 0.002, 0.008], [0.003, -0.043, -0.004], [0.005, 0.002, -0.012], [-0.009, -0.008, -0.008], [-0.003, -0.004, 0.000], [0.002, -0.027, -0.006], [-0.082, 0.023, 0.059], [0.000, 0.005, 0.007], [-0.006, 0.007, -0.017], [0.002, 0.003, 0.003], [-0.033, -0.030, 0.024], [-0.017, -0.007, -0.005], [-0.010, -0.002, 0.000], [-0.002, -0.002, -0.023], [0.001, -0.007, 0.005], [0.018, -0.004, 0.012], [0.009, -0.013, -0.003], [-0.007, -0.014, 0.005], [-0.087, 0.049, -0.117], [0.050, -0.037, 0.067], [0.021, 0.007, 0.015], [-0.006, 0.022, -0.016], [-0.071, 0.071, -0.032], [-0.011, -0.016, -0.008], [0.012, -0.009, 0.028], [-0.015, -0.002, -0.016], [-0.030, 0.021, 0.059], [0.006, 0.005, -0.012], [-0.009, -0.002, 0.000], [0.001, -0.016, -0.004], [-0.019, 0.008, 0.040], [-0.003, 0.004, -0.033], [-0.016, -0.061, -0.031], [-0.013, -0.016, 0.005], [0.009, -0.007, -0.001], [-0.013, -0.009, -0.005]]}